{
  "formula": "C11H13Cl",
  "method": "ωB97M-V/def2-TZVPD",
  "total_charge": 0,
  "relative_energy_kj_mol": 0.00,
  "smiles": "C=C(C)c1ccccc1.C=CCl",
  "orbital_gap_ev": 9.70,
  "largest_force_ev_per_a": 0.37,
  "lumo_ev": 0.88,
  "homo_energy_ev": -8.8,
  "species": ["C", "C", "C", "C", "C", "C", "C", "C", "C", "H", "H", "H", "H", "H", "H", "H", "H", "H", "H", "C", "C", "Cl", "H", "H", "H"],
  "coordinates": [[-0.127, -1.773, -1.204], [-0.581, -1.231, -0.081], [-0.687, -2.008, 1.198], [-1.037, 0.169, -0.033], [-1.903, 0.656, -1.010], [-2.373, 1.954, -0.951], [-1.978, 2.790, 0.080], [-1.098, 2.324, 1.043], [-0.635, 1.022, 0.990], [0.196, -2.801, -1.249], [-0.049, -1.207, -2.117], [-1.686, -1.891, 1.618], [-0.494, -3.064, 1.027], [0.030, -1.641, 1.932], [-2.223, -0.002, -1.805], [-3.052, 2.316, -1.710], [-2.358, 3.798, 0.134], [-0.775, 2.976, 1.842], [0.060, 0.672, 1.739], [3.748, -1.142, 0.006], [3.155, -0.097, -0.538], [3.472, 1.518, -0.046], [4.479, -1.040, 0.787], [3.503, -2.132, -0.337], [2.411, -0.166, -1.316]]
}

{
  "formula": "C4H4NO5S",
  "method": "ωB97M-V/def2-TZVPD",
  "total_charge": -1,
  "relative_energy_kj_mol": 415.80,
  "smiles": "O=[N+]([O-])C1=C(S(=O)(=O)[O-])CC1",
  "orbital_gap_ev": 8.32,
  "largest_force_ev_per_a": 3.85,
  "lumo_ev": 2.62,
  "homo_energy_ev": -5.7,
  "species": ["O", "N", "O", "C", "C", "S", "O", "O", "O", "C", "C", "H", "H", "H", "H"],
  "coordinates": [[-2.394, 0.027, 1.650], [-1.943, 0.880, 0.906], [-2.488, 1.980, 0.819], [-0.776, 0.612, 0.154], [0.155, -0.432, 0.022], [0.775, -2.194, 0.558], [1.210, -2.700, -0.751], [-0.361, -2.902, 1.094], [1.849, -1.882, 1.493], [1.023, 0.376, -0.904], [-0.047, 1.471, -0.724], [1.900, 0.765, -0.484], [1.336, -0.086, -1.916], [-0.504, 1.745, -1.602], [0.265, 2.339, -0.317]]
}

{
  "formula": "C10H16O",
  "method": "ωB97M-V/def2-TZVPD",
  "total_charge": 0,
  "relative_energy_kj_mol": 134.77,
  "smiles": "CCc1ccc(O)cc1.CC",
  "orbital_gap_ev": 9.18,
  "largest_force_ev_per_a": 2.79,
  "lumo_ev": 0.84,
  "homo_energy_ev": -8.3,
  "species": ["C", "C", "C", "C", "C", "C", "O", "C", "C", "H", "H", "H", "H", "H", "H", "H", "H", "H", "H", "C", "C", "H", "H", "H", "H", "H", "H"],
  "coordinates": [[0.725, -2.545, 0.826], [0.807, -1.122, 1.413], [1.253, -0.102, 0.433], [0.525, 0.191, -0.700], [0.877, 1.084, -1.695], [2.166, 1.553, -1.719], [2.728, 2.191, -2.778], [3.017, 1.184, -0.645], [2.566, 0.459, 0.432], [0.219, -3.215, 1.518], [1.732, -2.872, 0.555], [0.244, -2.552, -0.155], [-0.174, -0.858, 1.822], [1.464, -1.167, 2.280], [-0.399, -0.365, -0.833], [0.205, 1.342, -2.507], [2.194, 2.089, -3.562], [4.027, 1.566, -0.574], [3.180, 0.424, 1.325], [-4.161, 0.269, 0.792], [-2.659, 0.419, 0.440], [-4.820, 0.553, -0.023], [-4.485, -0.764, 0.943], [-4.277, 0.856, 1.702], [-2.248, 1.407, 0.608], [-2.635, 0.396, -0.667], [-2.070, -0.422, 0.768]]
}

{
  "formula": "C26H46AlCl16FNO2",
  "method": "ωB97M-V/def2-TZVPD",
  "total_charge": -1,
  "orbital_gap_ev": 7.11,
  "largest_force_ev_per_a": 7.98,
  "lumo_ev": 1.64,
  "homo_energy_ev": -5.5,
  "species": ["C", "C", "C", "F", "Al", "C", "O", "N", "O", "C", "C", "C", "C", "C", "C", "H", "H", "H", "H", "H", "H", "H", "H", "H", "H", "H", "H", "H", "H", "Cl", "C", "C", "Cl", "H", "H", "H", "H", "Cl", "C", "C", "Cl", "H", "H", "H", "H", "Cl", "C", "C", "Cl", "H", "H", "H", "H", "Cl", "C", "C", "Cl", "H", "H", "H", "H", "Cl", "C", "C", "Cl", "H", "H", "H", "H", "Cl", "C", "C", "Cl", "H", "H", "H", "H", "Cl", "C", "C", "Cl", "H", "H", "H", "H", "Cl", "C", "C", "Cl", "H", "H", "H", "H"],
  "coordinates": [[5.897, -0.120, -3.129], [5.258, -1.271, -3.969], [3.934, -1.801, -3.367], [4.235, -3.169, -2.948], [2.435, -1.921, -4.757], [1.826, -3.860, -4.814], [3.067, -1.540, -6.484], [2.619, -0.350, -6.943], [3.231, 0.562, -6.468], [0.787, -0.843, -4.276], [-0.223, -0.751, -5.232], [-1.393, -0.077, -4.965], [-1.590, 0.535, -3.740], [-0.589, 0.450, -2.811], [0.580, -0.222, -3.064], [6.622, -0.567, -2.436], [5.113, 0.437, -2.606], [6.462, 0.544, -3.796], [5.125, -0.909, -4.994], [5.970, -2.105, -4.020], [3.676, -1.269, -2.438], [2.646, -4.558, -5.014], [1.008, -3.924, -5.547], [1.376, -4.059, -3.827], [-0.097, -1.252, -6.191], [-2.148, -0.073, -5.752], [-2.536, 1.040, -3.555], [-0.749, 0.905, -1.837], [1.347, -0.267, -2.291], [-0.332, 2.593, -0.044], [-0.206, 3.890, -1.262], [1.169, 3.967, -1.873], [2.390, 4.538, -0.700], [-0.488, 4.829, -0.785], [-0.938, 3.665, -2.039], [1.165, 4.679, -2.698], [1.491, 3.001, -2.255], [-2.867, 5.568, 3.169], [-2.428, 4.112, 4.111], [-2.598, 2.845, 3.309], [-4.314, 2.481, 2.977], [-3.034, 4.100, 5.014], [-1.387, 4.226, 4.398], [-2.199, 1.998, 3.866], [-2.075, 2.901, 2.356], [1.448, 1.096, 3.300], [0.877, -0.594, 3.342], [0.302, -1.017, 2.018], [-1.226, -0.182, 1.650], [0.144, -0.688, 4.140], [1.738, -1.213, 3.592], [0.081, -2.084, 2.032], [0.990, -0.823, 1.198], [-3.843, -2.925, 0.576], [-4.683, -3.224, 2.115], [-4.045, -2.490, 3.269], [-2.436, -3.149, 3.675], [-4.699, -4.298, 2.286], [-5.709, -2.882, 1.985], [-4.663, -2.596, 4.160], [-3.929, -1.428, 3.056], [-2.560, 6.911, -4.113], [-2.994, 7.199, -2.409], [-1.927, 7.968, -1.673], [-0.443, 7.008, -1.449], [-3.184, 6.234, -1.942], [-3.923, 7.768, -2.410], [-2.284, 8.234, -0.678], [-1.660, 8.884, -2.197], [2.820, -3.325, 0.435], [4.255, -3.561, -0.605], [3.983, -4.511, -1.743], [3.744, -6.188, -1.167], [5.072, -3.910, 0.024], [4.522, -2.582, -1.002], [4.833, -4.524, -2.421], [3.102, -4.218, -2.308], [-3.269, -6.578, 1.488], [-3.351, -6.917, 3.233], [-4.525, -7.794, 3.589], [-6.083, -6.951, 3.373], [-3.389, -5.965, 3.759], [-2.422, -7.419, 3.501], [-4.464, -8.082, 4.638], [-4.546, -8.698, 2.986], [-0.890, 2.475, 6.309], [0.022, 3.081, 7.714], [0.238, 4.572, 7.646], [1.354, 5.029, 6.335], [0.964, 2.541, 7.762], [-0.560, 2.834, 8.601], [0.682, 4.922, 8.577], [-0.698, 5.104, 7.490]]
}

{
  "formula": "C26H33CuO5",
  "method": "ωB97M-V/def2-TZVPD",
  "spin_multiplicity": 2,
  "total_charge": -1,
  "relative_energy_kj_mol": 89.43,
  "orbital_gap_ev": [6.22, 4.86],
  "largest_force_ev_per_a": 2.55,
  "lumo_ev": [2.11, 0.75],
  "homo_energy_ev": [-4.1, -4.1],
  "species": ["O", "C", "C", "H", "H", "C", "H", "H", "C", "H", "H", "H", "C", "H", "H", "H", "Cu", "C", "C", "C", "H", "C", "C", "H", "H", "H", "H", "C", "C", "C", "H", "C", "C", "H", "H", "H", "H", "O", "C", "C", "H", "H", "C", "H", "H", "C", "H", "H", "H", "H", "O", "C", "C", "C", "C", "C", "C", "C", "O", "O", "H", "H", "H", "H", "H"],
  "coordinates": [[-0.628, -0.730, -4.042], [-0.697, 0.543, -4.848], [-0.426, -0.138, -6.184], [0.083, 1.268, -4.533], [-1.707, 0.994, -4.796], [-0.416, -1.414, -5.315], [0.560, 0.061, -6.617], [-1.239, -0.111, -6.916], [0.926, -2.105, -5.447], [1.766, -1.461, -5.155], [1.049, -2.367, -6.509], [0.921, -3.028, -4.858], [-1.564, -2.352, -5.648], [-2.535, -1.846, -5.572], [-1.520, -3.203, -4.958], [-1.443, -2.727, -6.676], [-1.039, -1.607, -0.038], [-2.794, -1.318, 2.268], [-2.390, 0.033, 2.341], [-2.341, 0.569, 1.035], [-2.166, 0.583, 3.249], [-2.705, -0.471, 0.098], [-2.941, -1.683, 0.889], [-3.284, -2.655, 0.510], [-2.945, -1.963, 3.135], [-2.103, 1.606, 0.787], [-2.948, -0.311, -0.955], [0.358, -2.465, 2.466], [-0.098, -3.592, 1.732], [0.091, -3.329, 0.326], [-0.533, -4.503, 2.158], [0.854, -2.077, 0.240], [0.904, -1.503, 1.571], [1.306, -0.502, 1.827], [0.334, -2.339, 3.552], [-0.206, -3.954, -0.525], [1.376, -1.703, -0.643], [1.991, 1.459, -2.714], [1.105, 0.568, -1.997], [-0.263, 1.273, -1.798], [1.558, 0.320, -1.018], [0.983, -0.364, -2.572], [0.097, 2.754, -1.832], [-0.860, 0.923, -0.941], [-0.846, 1.074, -2.712], [1.408, 2.784, -2.604], [0.225, 3.176, -0.838], [-0.630, 3.385, -2.346], [2.182, 3.502, -2.247], [1.210, 3.097, -3.658], [1.945, 2.959, 3.996], [1.845, 2.530, 5.202], [2.559, 3.168, 6.263], [2.423, 2.765, 7.577], [1.632, 1.654, 7.893], [0.928, 0.976, 6.888], [1.016, 1.387, 5.552], [0.322, 0.685, 4.416], [-0.403, -0.277, 4.612], [0.531, 1.184, 3.188], [1.175, 2.060, 3.323], [3.194, 3.994, 5.983], [2.938, 3.316, 8.358], [1.576, 1.333, 8.934], [0.299, 0.117, 7.144]]
}

{
  "formula": "C22H33N3O6S",
  "method": "ωB97M-V/def2-TZVPD",
  "total_charge": 0,
  "relative_energy_kj_mol": 60.42,
  "smiles": "COCCCNC(=O)[C@H]1CC[C@@H](CNS(=O)(=O)c2ccc3c(c2)N(C(C)=O)CCO3)CC1",
  "orbital_gap_ev": 9.04,
  "largest_force_ev_per_a": 1.11,
  "lumo_ev": 0.69,
  "homo_energy_ev": -8.4,
  "species": ["C", "O", "C", "C", "C", "N", "C", "O", "C", "C", "C", "C", "C", "N", "S", "O", "O", "C", "C", "C", "C", "C", "C", "N", "C", "C", "O", "C", "C", "O", "C", "C", "H", "H", "H", "H", "H", "H", "H", "H", "H", "H", "H", "H", "H", "H", "H", "H", "H", "H", "H", "H", "H", "H", "H", "H", "H", "H", "H", "H", "H", "H", "H", "H", "H"],
  "coordinates": [[4.227, 1.688, 0.959], [3.417, 1.806, 2.113], [2.509, 2.888, 2.074], [1.214, 2.579, 1.312], [0.313, 1.619, 2.087], [0.954, 0.333, 2.233], [0.314, -0.838, 2.107], [-0.898, -0.904, 1.955], [1.187, -2.090, 2.239], [2.651, -1.900, 1.841], [2.760, -1.514, 0.369], [2.141, -2.581, -0.533], [2.196, -2.130, -2.010], [1.082, -1.276, -2.391], [1.223, 0.379, -2.514], [1.256, 0.771, -3.896], [2.312, 0.820, -1.681], [-0.292, 0.970, -1.772], [-0.459, 2.334, -1.615], [-1.563, 2.793, -0.925], [-2.474, 1.901, -0.363], [-2.309, 0.515, -0.540], [-1.213, 0.077, -1.277], [-3.166, -0.379, 0.122], [-3.210, -1.721, -0.160], [-3.806, -2.604, 0.910], [-2.799, -2.180, -1.205], [-3.827, 0.220, 1.264], [-4.464, 1.530, 0.801], [-3.487, 2.446, 0.364], [0.709, -2.886, -0.093], [0.606, -3.225, 1.391], [4.904, 0.857, 1.150], [4.813, 2.602, 0.809], [3.644, 1.484, 0.058], [2.279, 3.112, 3.121], [2.999, 3.765, 1.630], [0.674, 3.511, 1.144], [1.460, 2.146, 0.341], [-0.631, 1.467, 1.559], [0.093, 2.039, 3.078], [1.956, 0.381, 2.353], [1.133, -2.377, 3.298], [3.168, -2.851, 2.000], [3.152, -1.160, 2.469], [3.811, -1.383, 0.101], [2.254, -0.569, 0.183], [2.741, -3.495, -0.452], [2.190, -3.009, -2.659], [3.131, -1.585, -2.176], [0.541, -1.621, -3.166], [0.270, 3.011, -2.029], [-1.738, 3.847, -0.779], [-1.079, -0.974, -1.448], [-3.634, -3.636, 0.618], [-3.314, -2.406, 1.859], [-4.879, -2.451, 1.010], [-4.604, -0.435, 1.648], [-3.090, 0.412, 2.052], [-4.996, 2.022, 1.618], [-5.168, 1.322, -0.016], [0.303, -3.704, -0.690], [0.098, -2.005, -0.272], [-0.445, -3.369, 1.647], [1.144, -4.150, 1.610]]
}